# C2H7N5O

An isolated molecule of C2H7N5O (ωB97M-V/def2-TZVPD, the Open Molecules 2025 dataset).

The geometry in XYZ format:
```
15
C2H7N5O | the Open Molecules 2025 dataset | ωB97M-V/def2-TZVPD
C 0.59 0.17 0.35
C -1.75 0.05 0.17
H -0.47 1.08 -1.95
H -0.52 2.41 -0.96
H 2.01 1.15 -0.87
H 2.46 -0.65 1.12
H 0.58 -1.58 2.40
H 0.57 -2.71 0.81
H -2.64 -0.18 0.98
N 0.17 1.77 -1.54
N 0.99 1.02 -0.69
N 1.50 -0.81 0.73
N 1.02 -2.11 1.34
N -0.67 0.11 0.77
O -2.01 -0.09 -1.12
```

Output
spin multiplicity: 1
HOMO-LUMO gap: 0.3540 hartree
SMILES string: NNC(=NC=O)NN
max |F|: 0.26111 hartree/bohr
charge: 0
DFT total energy: -429.25150 Ha

# C2H7N5O

An isolated molecule of C2H7N5O (ωB97M-V/def2-TZVPD, the Open Molecules 2025 dataset).

The geometry in XYZ format:
```
15
C2H7N5O | the Open Molecules 2025 dataset | ωB97M-V/def2-TZVPD
C 1.16 0.67 0.00
C -1.37 0.39 0.03
H 3.47 -0.38 0.68
H 3.25 -1.65 -0.37
H 1.79 1.62 -0.04
H -0.33 2.04 -0.05
H -2.61 1.82 -0.17
H -0.35 -1.38 0.10
H -3.06 -1.07 -0.33
N 2.97 -0.68 -0.11
N 1.58 -0.55 0.16
N -0.21 1.09 0.07
N -2.58 0.81 0.03
N -1.27 -0.97 -0.13
O -2.44 -1.74 0.13
```

Output
spin multiplicity: 1
HOMO-LUMO gap: 0.3416 hartree
SMILES string: [H]/N=C(/NO)N/C=N/N
max |F|: 0.06663 hartree/bohr
charge: 0
DFT total energy: -429.31308 Ha

One value per record, in order, for HOMO level: -0.336; -0.317 Eh.
One value per record, in order, for energy above the lowest of the compared OMol25 structures with the same formula, charge and spin: 107.92; 69.27 kcal per mole.
One value per record, in order, for LUMO level: 0.5; 0.7 eV.